1.
DFT (ωB97M-V/def2-TZVPD) results for 8 unconnected molecules or ions with the total composition C23H55N18O9.

## Properties
* E_tot: -2572.110834 Eh
* charge: +1
* HOMO-LUMO gap: 7.61 eV
* HOMO energy: -0.4029 hartree
* relative energy (zero: lowest compared OMol25 entry of this formula, charge and spin): 0.0 kJ/mol

Geometry (Å):
C -2.16 4.23 -2.81
C -2.29 2.78 -3.16
C -2.90 2.30 -4.34
C -2.98 0.93 -4.59
C -2.45 0.00 -3.67
C -1.83 0.46 -2.50
C -1.26 -0.56 -1.54
C 0.26 -0.53 -1.26
C 0.96 0.82 -0.97
N 0.81 1.02 0.50
C 0.20 -0.16 0.88
N -0.61 -0.17 1.88
O -1.19 -1.30 2.33
C -2.62 -1.13 2.56
C -3.38 -2.19 1.79
N -2.76 -3.49 2.00
C -2.07 -4.00 0.81
C -1.44 -5.35 1.09
C -0.41 -5.73 0.03
O -2.43 -6.38 1.13
N 0.42 -1.26 0.07
C -1.78 1.84 -2.26
H -1.82 4.83 -3.65
H -1.47 4.30 -1.98
H -3.13 4.63 -2.51
H -3.32 3.00 -5.05
H -3.45 0.56 -5.49
H -2.50 -1.06 -3.88
H -1.45 -1.54 -1.95
H -1.82 -0.52 -0.60
H 0.81 -1.09 -2.01
H 2.02 0.68 -1.17
H 0.70 1.67 -1.58
H 1.72 1.06 0.96
H -0.80 0.70 2.38
H -2.93 -0.12 2.27
H -2.79 -1.24 3.62
H -3.42 -1.94 0.73
H -4.40 -2.19 2.18
H -3.49 -4.14 2.28
H -2.75 -4.08 -0.05
H -1.27 -3.30 0.58
H -0.97 -5.26 2.07
H 0.01 -4.85 -0.45
H -0.89 -6.33 -0.74
H 0.40 -6.31 0.45
H -3.27 -5.96 1.37
H 1.38 -1.59 0.18
H -1.33 2.21 -1.35
C -5.98 -6.37 2.38
O -4.99 -5.65 2.33
N -7.09 -6.01 3.09
N -6.03 -7.57 1.76
H -7.91 -6.58 3.15
H -7.07 -5.13 3.56
H -5.21 -7.86 1.24
H -6.82 -8.18 1.79
C 4.09 3.31 -0.48
O 3.99 2.50 -1.40
N 3.14 3.37 0.49
N 5.12 4.19 -0.38
H 3.14 4.03 1.26
H 2.42 2.69 0.43
H 5.82 4.16 -1.09
H 5.21 4.85 0.37
C 5.29 -1.14 -2.66
O 5.69 -2.19 -3.11
N 3.94 -0.82 -2.61
N 6.09 -0.16 -2.16
H 3.62 0.06 -2.27
H 3.30 -1.50 -2.99
H 7.08 -0.30 -2.19
H 5.71 0.69 -1.78
C 1.54 0.67 5.47
O 2.27 1.57 5.08
N 1.36 0.37 6.78
N 0.84 -0.10 4.56
H 0.76 -0.37 7.10
H 1.86 0.92 7.45
H 1.02 0.12 3.61
H 0.22 -0.85 4.80
C 0.69 5.85 -0.02
O -0.21 5.08 -0.33
N 0.80 6.42 1.22
N 1.69 6.17 -0.89
H 1.55 7.03 1.47
H 0.09 6.21 1.90
H 1.66 5.77 -1.81
H 2.44 6.80 -0.66
C 3.22 3.98 3.14
O 3.93 4.93 2.85
N 3.62 3.00 4.00
N 1.99 3.83 2.56
H 3.06 2.20 4.23
H 4.52 3.10 4.42
H 1.74 4.56 1.91
H 1.37 3.06 2.74
C 0.64 -0.99 -5.61
O -0.34 -1.72 -5.59
N 1.82 -1.37 -6.17
N 0.61 0.27 -5.07
H 2.63 -0.78 -6.20
H 1.86 -2.29 -6.58
H -0.25 0.57 -4.65
H 1.40 0.89 -5.07

2.
DFT (ωB97M-V/def2-TZVPD) results for 6 unconnected molecules or ions with the total composition C23H56BN2O8.

## Properties
* E_tot: -1645.949294 Eh
* charge: -1
* HOMO-LUMO gap: 6.95 eV
* HOMO energy: -0.1781 hartree

Geometry (Å):
C 2.63 4.63 0.20
C 3.22 4.03 -0.95
C 4.00 3.28 -2.21
C 2.98 2.48 -3.23
C 2.22 1.30 -2.38
B 0.57 1.37 -2.43
O 0.01 0.91 -3.74
C -0.07 2.80 -1.91
C -0.29 3.93 -3.08
N -1.48 4.84 -2.88
C 0.04 0.22 -1.33
O 0.58 0.44 0.03
N -0.31 1.07 0.83
O 0.40 1.65 1.66
H 1.76 4.94 0.95
H 4.65 4.09 -2.76
H 4.69 2.45 -1.71
H 2.28 3.17 -3.86
H 3.69 1.93 -4.01
H 2.66 1.31 -1.29
H 2.53 0.25 -2.85
H 0.19 -0.09 -3.77
H -1.15 2.54 -1.48
H 0.54 3.22 -0.99
H -0.37 3.47 -4.17
H 0.71 4.59 -3.09
H -1.09 5.79 -2.65
H -2.06 4.54 -2.07
H 0.49 -0.80 -1.73
H -1.13 0.23 -1.29
C -2.34 -0.60 -7.76
C -1.17 -1.28 -7.06
C -1.64 -2.09 -5.86
O -0.25 -0.29 -6.62
H -2.85 0.09 -7.09
H -1.98 -0.01 -8.61
H -3.06 -1.34 -8.13
H -0.64 -1.93 -7.76
H -2.14 -1.45 -5.12
H -0.79 -2.56 -5.36
H -2.35 -2.88 -6.17
H -0.71 0.30 -5.99
C -1.13 -4.58 1.20
C -0.46 -3.40 0.52
C -0.55 -2.14 1.36
O -1.07 -3.16 -0.75
H -2.20 -4.38 1.35
H -1.06 -5.47 0.57
H -0.67 -4.79 2.17
H 0.60 -3.63 0.33
H -1.60 -1.85 1.52
H -0.07 -1.29 0.85
H -0.07 -2.28 2.34
H -2.01 -2.95 -0.59
C -0.71 5.51 1.34
C -2.09 4.87 1.35
C -2.66 4.79 2.75
O -2.00 3.55 0.81
H 0.00 4.92 1.94
H -0.30 5.54 0.33
H -0.75 6.53 1.74
H -2.76 5.44 0.70
H -2.02 4.19 3.41
H -3.65 4.32 2.74
H -2.76 5.79 3.19
H -1.40 3.03 1.37
C -1.18 -6.96 5.75
C -2.20 -6.11 5.02
C -3.59 -6.28 5.60
O -2.22 -6.47 3.64
H -1.43 -8.03 5.67
H -0.18 -6.84 5.31
H -1.13 -6.70 6.81
H -1.91 -5.05 5.08
H -3.93 -7.32 5.51
H -4.32 -5.67 5.06
H -3.62 -6.00 6.66
H -2.48 -7.41 3.58
C 3.61 -1.27 3.91
C 4.28 -0.09 3.23
C 4.19 1.17 4.08
O 3.67 0.14 1.97
H 2.54 -1.07 4.07
H 3.68 -2.16 3.29
H 4.07 -1.48 4.88
H 5.34 -0.32 3.05
H 3.14 1.45 4.24
H 4.67 2.02 3.57
H 4.67 1.03 5.05
H 2.73 0.35 2.12

3.
DFT (ωB97M-V/def2-TZVPD) results for a molecular structure, C23H57FI2N8O4P2S3.

## Properties
* E_tot: -4221.696288 Eh
* HOMO-LUMO gap: 6.48 eV
* HOMO energy: -0.2751 hartree

Geometry (Å):
C -2.20 -0.01 0.38
C -2.49 -1.51 -0.02
N -1.31 -2.37 -0.27
C -1.05 -3.35 0.82
C -1.11 -2.77 2.29
C -0.13 -1.64 -0.65
S 1.08 -1.08 0.34
S 0.05 -1.34 -2.46
C 1.86 -1.01 -2.72
C 2.27 -1.41 -4.20
C 3.66 -2.18 -4.13
N 4.70 -1.39 -3.41
C 5.89 -2.20 -3.07
I 5.30 -3.33 -1.27
C 6.32 -3.28 -4.15
C 6.66 -2.68 -5.57
I 8.18 -4.19 -3.40
S 5.09 0.03 -4.29
O 4.19 1.11 -3.80
O 6.50 0.45 -4.14
F 4.79 -0.14 -5.91
H -1.39 0.12 1.15
H -3.14 0.38 0.85
H -2.04 0.63 -0.53
H -3.20 -2.01 0.69
H -3.06 -1.46 -1.00
H -0.10 -3.90 0.60
H -1.88 -4.11 0.75
H -1.99 -3.13 2.89
H -1.02 -1.66 2.37
H -0.20 -3.19 2.83
H 1.99 0.09 -2.56
H 2.51 -1.61 -2.03
H 1.52 -2.16 -4.58
H 2.29 -0.53 -4.90
H 3.46 -3.17 -3.66
H 3.93 -2.38 -5.20
H 6.78 -1.61 -2.76
H 5.59 -4.14 -4.20
H 5.81 -2.74 -6.30
H 7.01 -1.62 -5.48
H 7.53 -3.25 -5.98
O -2.70 2.09 -3.44
P -1.62 2.98 -4.09
N -2.25 4.40 -3.36
C -2.56 5.72 -3.87
C -2.07 4.48 -1.91
N -2.17 2.61 -5.69
C -2.76 3.50 -6.68
C -2.81 1.29 -5.85
N -0.23 3.84 -4.77
C 0.92 3.82 -3.86
C -0.10 4.98 -5.65
H -1.74 6.43 -3.71
H -3.45 6.12 -3.37
H -2.81 5.73 -4.93
H -1.04 4.73 -1.65
H -2.31 3.52 -1.43
H -2.73 5.22 -1.45
H -3.31 4.33 -6.24
H -3.48 3.00 -7.32
H -2.00 3.87 -7.37
H -3.87 1.33 -5.55
H -2.31 0.53 -5.26
H -2.77 0.96 -6.89
H 0.87 4.64 -3.14
H 1.87 3.89 -4.41
H 0.96 2.88 -3.30
H 0.14 5.90 -5.10
H -0.98 5.22 -6.24
H 0.71 4.81 -6.37
O -1.54 -3.19 6.14
P -1.36 -2.28 7.37
N -2.82 -1.43 7.06
C -3.16 -0.03 7.03
C -4.04 -2.22 7.26
N 0.09 -1.60 6.74
C 0.33 -0.22 6.33
C 0.87 -2.47 5.85
N -1.09 -1.45 8.91
C -1.68 -2.18 10.03
C -0.97 -0.06 9.28
H -3.59 0.31 7.98
H -3.90 0.17 6.25
H -2.32 0.62 6.78
H -4.27 -2.34 8.32
H -3.94 -3.22 6.82
H -4.91 -1.76 6.78
H -0.56 0.29 5.96
H 1.05 -0.14 5.51
H 0.79 0.35 7.14
H 0.48 -2.46 4.82
H 0.88 -3.50 6.20
H 1.92 -2.15 5.80
H -2.74 -1.91 10.17
H -1.16 -1.98 10.97
H -1.63 -3.26 9.87
H -1.89 0.33 9.72
H -0.72 0.62 8.47
H -0.17 0.07 10.03

4.
DFT (ωB97M-V/def2-TZVPD) results for a molecular structure, C23H58F3GaN5O4.

## Properties
* E_tot: -3710.121312 Eh
* charge: -1
* HOMO-LUMO gap: 6.22 eV
* HOMO energy: -0.1595 hartree

Geometry (Å):
C -3.39 2.73 -6.79
C -2.75 2.90 -5.61
C -3.44 2.68 -4.30
Ga -2.28 1.92 -2.81
C -0.66 3.06 -2.30
C -0.60 4.45 -2.98
C -1.63 0.02 -3.22
N -2.16 -0.43 -4.54
C -3.50 1.77 -1.11
F -4.08 2.98 -0.75
F -4.60 0.96 -1.31
F -2.91 1.31 0.04
H -3.97 1.82 -6.93
H -3.38 3.46 -7.59
H -1.70 3.21 -5.60
H -4.23 1.95 -4.48
H -3.93 3.60 -3.98
H -0.69 3.20 -1.22
H 0.23 2.50 -2.57
H 0.06 4.42 -3.85
H -0.12 5.15 -2.29
H -1.57 4.88 -3.22
H -1.94 -0.65 -2.42
H -0.53 -0.01 -3.25
H -1.76 0.14 -5.28
H -1.85 -1.38 -4.71
C 1.55 -4.78 0.14
C 1.72 -3.27 0.19
C 0.47 -2.48 -0.20
O 0.21 -2.44 -1.59
C -0.46 -3.56 -2.12
N 2.88 -2.89 -0.63
H 1.56 -5.16 -0.88
H 2.36 -5.27 0.67
H 0.61 -5.08 0.60
H 1.95 -3.00 1.23
H 0.61 -1.44 0.10
H -0.42 -2.85 0.34
H -1.17 -3.98 -1.41
H 0.25 -4.33 -2.44
H -1.00 -3.22 -3.01
H 3.06 -1.90 -0.51
H 2.60 -2.97 -1.60
C -1.60 10.69 -5.20
C -1.91 9.20 -5.37
C -2.02 8.45 -4.04
O -0.78 8.16 -3.42
C -0.22 9.21 -2.65
N -0.91 8.61 -6.26
H -0.56 10.87 -4.95
H -1.80 11.22 -6.14
H -2.23 11.14 -4.43
H -2.88 9.12 -5.86
H -2.47 7.47 -4.24
H -2.68 8.96 -3.33
H -1.00 9.80 -2.16
H 0.41 9.86 -3.27
H 0.41 8.76 -1.89
H -1.17 7.65 -6.45
H -0.04 8.53 -5.73
C 3.03 -3.25 4.23
C 3.46 -1.84 3.83
C 4.16 -1.07 4.95
O 3.30 -0.57 5.96
C 2.93 -1.49 6.96
N 2.29 -1.12 3.31
H 2.14 -3.25 4.86
H 2.79 -3.84 3.35
H 3.83 -3.77 4.76
H 4.18 -1.94 3.01
H 4.64 -0.19 4.51
H 4.96 -1.68 5.40
H 3.74 -2.19 7.18
H 2.03 -2.05 6.67
H 2.70 -0.93 7.86
H 2.60 -0.22 2.95
H 1.70 -0.88 4.10
C -0.87 -7.29 6.61
C 0.57 -7.81 6.67
C 1.55 -6.99 5.82
O 1.48 -7.23 4.43
C 0.47 -6.52 3.75
N 0.57 -9.23 6.30
H -1.36 -7.55 5.68
H -1.46 -7.73 7.42
H -0.90 -6.21 6.73
H 0.90 -7.74 7.71
H 2.57 -7.29 6.11
H 1.46 -5.92 6.03
H 0.30 -5.52 4.18
H -0.47 -7.08 3.75
H 0.78 -6.40 2.72
H 1.50 -9.61 6.43
H 0.42 -9.28 5.29

Which of these has the highest HOMO energy?
C23H58F3GaN5O4

Copy entry 2 word for word.
DFT (ωB97M-V/def2-TZVPD) results for 6 unconnected molecules or ions with the total composition C23H56BN2O8.

## Properties
* E_tot: -1645.949294 Eh
* charge: -1
* HOMO-LUMO gap: 6.95 eV
* HOMO energy: -0.1781 hartree

Geometry (Å):
C 2.63 4.63 0.20
C 3.22 4.03 -0.95
C 4.00 3.28 -2.21
C 2.98 2.48 -3.23
C 2.22 1.30 -2.38
B 0.57 1.37 -2.43
O 0.01 0.91 -3.74
C -0.07 2.80 -1.91
C -0.29 3.93 -3.08
N -1.48 4.84 -2.88
C 0.04 0.22 -1.33
O 0.58 0.44 0.03
N -0.31 1.07 0.83
O 0.40 1.65 1.66
H 1.76 4.94 0.95
H 4.65 4.09 -2.76
H 4.69 2.45 -1.71
H 2.28 3.17 -3.86
H 3.69 1.93 -4.01
H 2.66 1.31 -1.29
H 2.53 0.25 -2.85
H 0.19 -0.09 -3.77
H -1.15 2.54 -1.48
H 0.54 3.22 -0.99
H -0.37 3.47 -4.17
H 0.71 4.59 -3.09
H -1.09 5.79 -2.65
H -2.06 4.54 -2.07
H 0.49 -0.80 -1.73
H -1.13 0.23 -1.29
C -2.34 -0.60 -7.76
C -1.17 -1.28 -7.06
C -1.64 -2.09 -5.86
O -0.25 -0.29 -6.62
H -2.85 0.09 -7.09
H -1.98 -0.01 -8.61
H -3.06 -1.34 -8.13
H -0.64 -1.93 -7.76
H -2.14 -1.45 -5.12
H -0.79 -2.56 -5.36
H -2.35 -2.88 -6.17
H -0.71 0.30 -5.99
C -1.13 -4.58 1.20
C -0.46 -3.40 0.52
C -0.55 -2.14 1.36
O -1.07 -3.16 -0.75
H -2.20 -4.38 1.35
H -1.06 -5.47 0.57
H -0.67 -4.79 2.17
H 0.60 -3.63 0.33
H -1.60 -1.85 1.52
H -0.07 -1.29 0.85
H -0.07 -2.28 2.34
H -2.01 -2.95 -0.59
C -0.71 5.51 1.34
C -2.09 4.87 1.35
C -2.66 4.79 2.75
O -2.00 3.55 0.81
H 0.00 4.92 1.94
H -0.30 5.54 0.33
H -0.75 6.53 1.74
H -2.76 5.44 0.70
H -2.02 4.19 3.41
H -3.65 4.32 2.74
H -2.76 5.79 3.19
H -1.40 3.03 1.37
C -1.18 -6.96 5.75
C -2.20 -6.11 5.02
C -3.59 -6.28 5.60
O -2.22 -6.47 3.64
H -1.43 -8.03 5.67
H -0.18 -6.84 5.31
H -1.13 -6.70 6.81
H -1.91 -5.05 5.08
H -3.93 -7.32 5.51
H -4.32 -5.67 5.06
H -3.62 -6.00 6.66
H -2.48 -7.41 3.58
C 3.61 -1.27 3.91
C 4.28 -0.09 3.23
C 4.19 1.17 4.08
O 3.67 0.14 1.97
H 2.54 -1.07 4.07
H 3.68 -2.16 3.29
H 4.07 -1.48 4.88
H 5.34 -0.32 3.05
H 3.14 1.45 4.24
H 4.67 2.02 3.57
H 4.67 1.03 5.05
H 2.73 0.35 2.12